Record 1
Below is a molecular structure, C5H9NO, with properties calculated with the ωB97M-V functional and the def2-TZVPD basis.

The geometry in XYZ format:
```
16
Properties=species:S:1:pos:R:3:forces:R:3
C -0.413 -1.412 0.587 0.1 0.6 -0.3
C 0.166 -0.004 -0.087 -0.4 -0.8 0.2
C 1.695 0.098 0.075 -0.4 -0.6 0.4
C -0.465 0.224 -1.467 -0.1 -0.4 -0.1
O -1.371 1.208 -0.878 -0.1 0.3 0.0
C -0.702 1.132 0.327 -0.2 0.0 0.6
N -0.808 1.749 1.414 -0.3 -0.2 -0.5
H -1.515 -1.440 0.565 0.3 0.3 -0.1
H -0.090 -2.352 0.075 0.1 1.0 -0.1
H -0.141 -1.577 1.652 0.1 0.7 -0.6
H 2.084 0.665 0.940 -0.6 -0.3 -0.4
H 1.614 -0.935 0.291 2.6 -1.3 0.7
H 2.369 0.224 -0.784 -0.8 0.3 0.0
H -0.975 -0.667 -1.834 -0.3 0.3 -0.2
H 0.131 0.675 -2.275 0.0 -0.1 0.5
H -1.577 2.413 1.399 0.0 0.2 0.0
```
Forces are in eV/Å.

Properties
HOMO-LUMO gap	10.94	eV
LUMO energy	0.033	hartree


Record 2
Below is C5H9NO in the gas phase, with properties calculated with the ωB97M-V functional and the def2-TZVPD basis.

The geometry in XYZ format:
```
16
Properties=species:S:1:pos:R:3:forces:R:3
C -0.147 1.411 1.333 -0.1 0.0 0.0
C 1.051 0.616 0.891 0.0 0.3 -0.1
N 1.036 -0.846 0.932 -0.3 -0.1 -0.1
C 1.032 -0.166 -0.374 -0.2 0.3 -0.4
C -0.044 -0.285 -1.441 -1.5 0.6 0.6
C -0.983 -1.402 -1.366 -0.4 -0.5 0.0
O -1.725 -0.225 -1.134 -0.3 -0.6 1.3
H -0.101 2.421 0.911 0.0 -0.1 0.1
H -0.170 1.500 2.425 0.0 0.0 -0.2
H -1.073 0.940 0.988 0.1 0.1 0.1
H 2.011 1.032 1.201 -0.2 -0.1 -0.1
H 0.106 -1.175 1.190 0.0 0.1 -0.1
H 1.999 -0.276 -0.874 -0.2 0.0 0.0
H -0.812 0.425 -2.003 2.8 0.3 -0.7
H -1.192 -2.007 -2.245 -0.3 0.1 0.0
H -0.987 -1.961 -0.432 0.4 -0.3 -0.2
```
Forces are in eV/Å.

Properties
HOMO-LUMO gap	10.53	eV
LUMO energy	0.037	hartree
SMILES	C[C@H]1N[C@H]1[C@H]1CO1


Record 3
Below is C5H9NO in the gas phase, with properties calculated with the ωB97M-V functional and the def2-TZVPD basis.

The geometry in XYZ format:
```
16
Properties=species:S:1:pos:R:3:forces:R:3
C -1.070 2.178 -0.241 -0.2 -0.2 -0.4
C -0.628 1.108 0.408 -0.4 0.4 0.6
C -1.193 -0.253 0.179 0.5 -0.9 -1.0
C -0.114 -1.419 0.111 -0.6 1.6 -0.2
C 1.264 -0.892 0.426 0.1 -0.5 -0.1
N 2.033 -0.489 -0.626 -0.3 -0.2 -0.2
O 1.679 -0.843 1.560 0.2 0.1 0.7
H -0.882 3.213 0.008 0.5 -0.1 0.1
H -1.715 2.027 -1.102 -0.2 0.1 0.1
H 0.071 1.190 1.236 -0.1 0.2 0.0
H -1.719 -0.281 -0.782 0.0 0.2 0.1
H -1.974 -0.504 0.894 0.2 0.1 0.4
H -0.138 -1.752 -0.923 0.0 -0.6 0.1
H -0.352 -2.170 0.852 0.1 -0.3 -0.2
H 1.718 -0.675 -1.563 0.2 0.0 0.0
H 3.020 -0.435 -0.437 0.1 0.2 -0.1
```
Forces are in eV/Å.

Properties
HOMO-LUMO gap	10.52	eV
LUMO energy	0.032	hartree
SMILES	C=CCCC(N)=O


Record 4
Below is C5H9NO in the gas phase, with properties calculated with the ωB97M-V functional and the def2-TZVPD basis.

The geometry in XYZ format:
```
16
Properties=species:S:1:pos:R:3:forces:R:3
C -1.625 -1.093 0.035 -0.1 0.0 0.0
C -0.615 -0.196 -0.674 -0.1 -0.1 -0.1
C -0.782 1.364 -0.615 -0.2 0.2 -0.3
C 0.647 1.417 -0.115 0.1 -0.3 0.0
C 0.729 0.085 -0.063 -0.2 0.4 0.1
N 1.562 -0.831 0.614 -0.4 0.1 0.3
O 2.874 -0.279 0.677 0.4 0.0 0.2
H -2.577 -1.058 -0.506 0.1 0.0 0.1
H -1.821 -0.791 1.072 0.1 0.1 -0.2
H -1.296 -2.140 0.049 0.0 0.2 0.0
H -0.490 -0.541 -1.708 -0.1 0.1 0.1
H -0.979 1.857 -1.568 -0.2 0.0 0.0
H -1.530 1.667 0.134 0.2 0.0 -0.3
H 1.339 2.204 0.162 -0.2 0.0 -0.1
H 1.177 -0.621 1.540 0.3 -0.8 0.4
H 3.387 -1.044 0.966 0.1 0.2 -0.2
```
Forces are in eV/Å.

Properties
HOMO-LUMO gap	9.66	eV
LUMO energy	0.036	hartree
SMILES	C[C@H]1CC=C1NO


Record 5
Below is 2 unconnected molecules or ions with the total composition C5H9NO, with properties calculated with the ωB97M-V functional and the def2-TZVPD basis.

The geometry in XYZ format:
```
16
Properties=species:S:1:pos:R:3:forces:R:3
C -1.169 1.704 0.116 0.1 -0.1 -0.2
O -0.620 0.643 -0.757 0.1 0.0 0.0
C 0.367 -0.096 -0.476 0.0 0.1 -0.1
C 0.577 -1.315 -1.286 -0.1 0.0 0.0
C 1.339 0.195 0.600 -0.2 0.1 0.1
C -1.772 -0.788 1.363 0.6 -1.7 0.0
N -1.252 -1.836 1.193 -0.5 1.5 0.1
H -2.235 1.507 0.096 0.0 0.1 -0.1
H -0.854 1.594 1.149 0.2 -0.1 -0.2
H -0.907 2.662 -0.336 0.1 -0.2 0.0
H 1.634 -1.500 -1.481 -0.1 0.1 0.1
H -0.004 -1.369 -2.205 -0.1 0.2 0.2
H 0.207 -2.091 -0.595 0.0 0.0 0.0
H 1.047 -0.484 1.410 0.1 0.1 0.1
H 1.292 1.227 0.944 0.0 -0.1 0.0
H 2.349 -0.052 0.264 -0.2 0.0 0.1
```
Forces are in eV/Å.

Properties
HOMO-LUMO gap	8.05	eV
LUMO energy	-0.018	hartree


Record 6
Below is 2 unconnected molecules or ions with the total composition C5H9NO, with properties calculated with the ωB97M-V functional and the def2-TZVPD basis.

The geometry in XYZ format:
```
16
Properties=species:S:1:pos:R:3:forces:R:3
C -0.115 0.153 2.190 -0.7 1.0 -0.1
C -0.186 -0.300 0.756 3.3 -2.6 0.2
O -0.965 -1.145 0.400 -0.8 0.7 -0.4
C 1.285 -0.297 -0.046 -1.7 0.1 1.0
N 1.233 -0.869 -1.356 -0.1 0.2 -0.4
H 0.720 -0.291 2.732 0.3 -0.1 -0.4
H -1.013 -0.118 2.740 -0.2 0.1 -0.2
H 0.009 1.234 2.199 0.1 0.2 0.3
H 1.790 0.668 0.011 -0.2 0.1 -0.3
H 1.891 -0.961 0.580 -0.2 0.1 0.2
H 0.601 -0.339 -1.949 0.1 0.0 0.0
H 0.836 -1.803 -1.319 0.1 0.1 0.1
C -1.237 1.558 -1.775 3.5 0.5 -0.3
C -2.058 0.679 -1.780 0.5 0.5 0.4
H -0.128 1.996 -1.803 -3.5 -0.7 0.0
H -2.663 -0.165 -1.581 -0.5 -0.1 -0.2
```
Forces are in eV/Å.

Properties
HOMO-LUMO gap	9.64	eV
LUMO energy	0.026	hartree
SMILES	CC(=O)CN.C#C


Record 7
Below is C5H9NO in the gas phase, with properties calculated with the ωB97M-V functional and the def2-TZVPD basis.

The geometry in XYZ format:
```
16
Properties=species:S:1:pos:R:3:forces:R:3
C -1.826 -1.178 -0.279 -0.1 0.0 0.0
C -0.518 -0.419 -0.593 0.1 -0.1 0.0
C 0.554 -1.333 -0.184 0.7 -1.1 0.2
N 1.358 -2.050 0.231 -0.9 0.1 -0.7
C -0.269 0.937 0.117 0.1 -0.2 0.1
C 1.249 1.267 0.251 -0.2 0.4 -0.1
O 1.991 0.362 1.063 -0.3 0.4 0.3
H -2.717 -0.704 -0.701 0.2 0.1 0.1
H -1.956 -1.286 0.803 0.0 0.1 -0.2
H -1.749 -2.189 -0.700 -0.1 0.3 0.1
H -0.451 -0.277 -1.682 0.1 0.0 0.3
H -0.738 1.745 -0.474 0.3 -0.3 0.2
H -0.785 0.947 1.085 0.3 -0.1 0.0
H 1.316 2.258 0.702 0.0 0.2 -0.3
H 1.630 1.304 -0.787 0.2 0.0 0.3
H 2.923 0.609 1.158 -0.6 0.2 -0.3
```
Forces are in eV/Å.

Properties
HOMO-LUMO gap	10.83	eV
LUMO energy	0.031	hartree
SMILES	C[C@H](C#N)CCO


Record 8
Below is C5H9NO in the gas phase, with properties calculated with the ωB97M-V functional and the def2-TZVPD basis.

The geometry in XYZ format:
```
16
Properties=species:S:1:pos:R:3:forces:R:3
C 1.188 -0.456 -0.589 0.2 1.7 -3.1
C -0.119 -0.334 0.164 0.8 -0.6 0.5
C -1.155 -0.580 -0.907 0.9 0.9 -1.7
C 0.226 -1.348 1.189 -1.6 -0.5 1.4
N 0.495 -2.047 2.072 -0.1 0.5 -0.9
C -0.343 1.032 0.861 0.1 -0.4 0.3
O 0.081 2.076 0.012 0.1 0.2 0.0
H 0.864 0.106 -1.678 2.5 -1.0 2.9
H 2.036 -0.072 0.004 -0.2 0.0 -0.8
H 1.354 -1.500 -0.889 0.1 0.3 0.2
H -1.124 -1.583 -1.339 0.0 -0.1 0.3
H -0.489 0.080 -1.796 -3.8 -1.3 2.0
H -2.197 -0.353 -0.579 0.8 0.2 -0.7
H -1.414 1.141 1.107 0.3 -0.1 -0.1
H 0.214 1.028 1.804 0.0 0.1 -0.1
H 0.382 2.808 0.563 -0.1 -0.1 -0.2
```
Forces are in eV/Å.

Properties
HOMO-LUMO gap	11.36	eV
LUMO energy	0.022	hartree
SMILES	CC(C)(C#N)CO


Record 9
Below is 2 unconnected molecules or ions with the total composition C5H9NO, with properties calculated with the ωB97M-V functional and the def2-TZVPD basis.

The geometry in XYZ format:
```
16
Properties=species:S:1:pos:R:3:forces:R:3
C -1.606 -0.839 -0.676 -0.5 -1.0 -1.4
C -0.558 0.121 -0.287 0.3 1.1 0.9
C 0.589 0.568 -0.889 1.1 0.2 -0.6
C 1.124 1.668 -0.152 -0.5 -0.4 1.2
C 0.313 1.826 0.944 -0.7 0.3 -0.4
N -0.717 0.927 0.833 -0.3 -0.8 -0.5
H -2.611 -0.410 -0.764 0.2 0.2 0.3
H -1.405 -1.195 -1.694 0.1 0.2 0.0
H -1.688 -1.787 -0.141 0.2 0.3 0.6
H 1.131 0.189 -1.744 -0.5 -0.2 -0.2
H 2.020 2.248 -0.274 0.1 -0.1 -0.4
H 0.288 2.610 1.681 0.1 -0.2 0.2
H -1.553 0.808 1.386 0.4 0.4 0.3
O 0.883 -2.944 0.261 0.5 0.5 -0.5
H 1.030 -2.029 -0.053 -0.3 -0.4 0.4
H 1.596 -3.424 -0.185 -0.2 -0.1 0.2
```
Forces are in eV/Å.

Properties
HOMO-LUMO gap	9.16	eV
LUMO energy	0.034	hartree
SMILES	Cc1ccc[nH]1.O


Record 10
Below is C5H9NO in the gas phase, with properties calculated with the ωB97M-V functional and the def2-TZVPD basis.

The geometry in XYZ format:
```
16
Properties=species:S:1:pos:R:3:forces:R:3
C -0.276 1.121 1.441 0.0 -0.5 0.1
C 0.039 0.159 0.260 0.1 -0.5 0.0
C 1.234 0.730 -0.529 0.1 -0.3 0.0
C 0.058 -1.718 0.031 0.3 0.9 0.2
N -1.033 -1.380 -0.847 -0.2 0.3 -0.4
C -1.095 -0.033 -0.721 -0.2 0.3 -0.4
O -1.753 0.804 -1.292 -0.2 -0.2 0.1
H -0.331 2.170 1.083 0.0 -0.7 -0.2
H 0.521 1.118 2.190 -0.1 -0.2 -0.1
H -1.234 0.936 1.933 0.2 -0.3 -0.1
H 2.161 0.573 0.025 0.0 0.0 -0.1
H 1.152 1.813 -0.724 -0.3 -0.4 0.3
H 1.308 0.249 -1.509 0.2 0.0 0.1
H 1.040 -1.868 -0.433 -0.2 0.1 -0.4
H -0.167 -2.711 0.511 0.2 1.5 0.9
H -1.622 -1.964 -1.418 0.2 0.0 -0.1
```
Forces are in eV/Å.

Properties
HOMO-LUMO gap	10.17	eV
LUMO energy	0.032	hartree
SMILES	CC1(C)CNC1=O


Record 11
Below is C5H9NO in the gas phase, with properties calculated with the ωB97M-V functional and the def2-TZVPD basis.

The geometry in XYZ format:
```
16
Properties=species:S:1:pos:R:3:forces:R:3
C -1.239 -1.549 0.296 0.3 0.0 0.1
C -1.389 -0.292 -0.494 -0.3 1.1 0.5
C -0.871 0.918 -0.207 -1.6 -1.0 -0.4
C 0.224 1.223 0.741 1.1 -0.6 -2.6
C 1.345 0.942 -0.424 1.2 1.0 3.2
N 1.994 -0.239 -0.228 -0.2 0.1 -0.4
O 1.738 1.781 -1.196 -0.6 0.0 -0.4
H -2.225 -1.973 0.517 0.2 0.0 0.0
H -0.717 -1.387 1.242 -0.1 0.0 0.0
H -0.665 -2.285 -0.272 -0.1 -0.2 0.0
H -2.092 -0.351 -1.315 0.0 0.1 -0.1
H -1.137 1.743 -0.855 0.0 0.0 -0.1
H 0.329 0.514 1.557 0.1 0.2 0.1
H 0.246 2.277 1.005 0.2 -0.2 0.2
H 2.817 -0.405 -0.786 -0.2 -0.3 0.0
H 1.641 -0.917 0.417 0.1 -0.2 0.0
```
Forces are in eV/Å.

Properties
HOMO-LUMO gap	9.66	eV
LUMO energy	0.032	hartree
SMILES	C/C=C\CC(N)=O


Record 12
Below is C5H9NO in the gas phase, with properties calculated with the ωB97M-V functional and the def2-TZVPD basis.

The geometry in XYZ format:
```
16
Properties=species:S:1:pos:R:3:forces:R:3
O -2.458 -1.340 0.654 0.0 0.0 0.3
C -1.446 -0.722 -0.091 0.1 0.0 -0.3
C -1.169 0.799 0.118 -0.1 0.1 0.0
C 0.291 0.418 0.106 0.0 -0.1 0.0
C 2.485 0.642 -0.784 0.3 -0.3 0.0
N 1.406 1.099 -0.124 -0.2 0.3 0.1
C 0.036 -1.060 0.211 0.0 -0.1 -0.1
H -2.287 -1.165 1.589 -0.1 -0.1 -0.1
H -1.677 -0.936 -1.138 0.0 0.1 0.1
H -1.584 1.177 1.066 0.1 -0.1 -0.1
H -1.529 1.448 -0.692 0.1 -0.1 0.1
H 2.338 -0.228 -1.403 0.1 -0.1 0.2
H 3.476 1.005 -0.553 -0.2 0.2 0.0
H 1.431 2.064 0.208 0.0 -0.2 -0.2
H 0.525 -1.789 -0.443 -0.1 0.2 0.0
H 0.162 -1.399 1.257 0.0 0.0 -0.2
```
Forces are in eV/Å.

Properties
HOMO-LUMO gap (spin up / spin down)	7.47 / 7.34	eV
LUMO energy (spin up / spin down)	0.033 / 0.033	hartree


Record 13
Below is C5H9NO in the gas phase, with properties calculated with the ωB97M-V functional and the def2-TZVPD basis.

The geometry in XYZ format:
```
16
Properties=species:S:1:pos:R:3:forces:R:3
O 2.570 -0.389 -1.986 -0.1 0.1 0.0
C 1.681 -0.773 -1.270 0.6 -0.3 -0.1
C 0.768 0.129 -0.492 -0.6 0.1 0.2
C -0.704 -0.127 -0.848 0.6 0.6 -0.5
C -1.468 0.492 0.317 0.5 -0.9 0.5
C -0.529 0.212 1.519 0.1 -0.1 -0.5
N 0.777 -0.219 0.931 -0.2 0.2 0.3
H 1.524 -1.865 -1.143 -0.2 0.1 0.2
H 1.054 1.168 -0.678 0.0 0.0 -0.1
H -0.816 -1.211 -0.872 -0.3 -0.1 0.1
H -0.995 0.274 -1.820 0.1 0.0 0.0
H -2.377 -0.084 0.409 -0.5 0.3 0.3
H -1.670 1.555 0.247 -0.1 0.0 -0.4
H -0.346 1.091 2.131 -0.3 0.2 0.1
H -0.964 -0.561 2.147 0.2 -0.2 0.1
H 1.496 0.307 1.409 0.3 -0.3 -0.1
```
Forces are in eV/Å.

Properties
HOMO-LUMO gap	10.31	eV
LUMO energy	0.037	hartree
SMILES	O=C[C@H]1CCCN1


Record 14
Below is 2 unconnected molecules or ions with the total composition C5H9NO, with properties calculated with the ωB97M-V functional and the def2-TZVPD basis.

The geometry in XYZ format:
```
16
Properties=species:S:1:pos:R:3:forces:R:3
C 0.215 1.798 0.644 0.1 -0.1 -0.1
C 0.880 1.522 -0.480 -0.1 0.2 0.2
N 1.611 0.379 -0.809 0.0 0.0 -0.1
C 1.239 -0.946 -0.591 0.0 -0.1 0.1
C 0.613 -1.489 0.456 0.1 0.1 0.0
H 0.241 1.174 1.529 0.0 0.0 -0.2
H -0.365 2.714 0.703 0.2 -0.1 0.0
H 0.869 2.245 -1.295 0.0 0.0 0.2
H 2.177 0.500 -1.633 -0.2 0.0 0.0
H 1.504 -1.584 -1.431 0.0 0.0 0.1
H 0.378 -0.953 1.366 0.0 0.0 -0.1
H 0.347 -2.539 0.409 0.1 0.1 0.0
C -2.424 -0.701 0.287 -0.2 -0.1 -0.2
O -3.059 -0.922 -0.714 0.3 0.1 0.4
H -1.894 0.253 0.458 -0.1 -0.1 -0.1
H -2.332 -1.451 1.101 0.0 0.0 -0.1
```
Forces are in eV/Å.

Properties
HOMO-LUMO gap	9.21	eV
LUMO energy	0.031	hartree
SMILES	C=CNC=C.C=O


Record 15
Below is a molecular structure, C5H9NO, with properties calculated with the ωB97M-V functional and the def2-TZVPD basis.

The geometry in XYZ format:
```
16
Properties=species:S:1:pos:R:3:forces:R:3
C 0.783 -1.350 -0.383 0.0 -0.1 0.0
C 0.134 0.006 -0.186 0.1 -0.1 0.1
C 1.175 1.108 0.041 0.0 0.1 0.0
C -1.098 0.359 -1.038 0.1 0.0 -0.4
O -1.735 0.968 0.127 -0.2 -0.3 0.3
C -0.910 0.163 0.897 0.1 -0.5 0.6
N -1.013 -0.419 1.996 0.5 0.0 -0.1
H 0.048 -2.113 -0.662 0.1 0.1 0.1
H 1.545 -1.305 -1.171 -0.1 0.0 0.1
H 1.268 -1.662 0.546 0.0 0.0 -0.1
H 1.711 0.848 0.962 0.0 0.1 -0.2
H 1.913 1.192 -0.764 -0.2 -0.1 0.0
H 0.705 2.084 0.202 0.0 -0.1 -0.1
H -1.671 -0.560 -1.228 0.2 0.2 -0.5
H -1.025 1.005 -1.914 -0.1 0.1 0.2
H -1.831 -0.321 2.575 -0.4 0.5 -0.2
```
Forces are in eV/Å.

Properties
HOMO-LUMO gap	11.05	eV
LUMO energy	0.034	hartree


| no. | F_max (hartree/bohr) |
| --- | --- |
| 1 | 0.05763 |
| 2 | 0.05612 |
| 3 | 0.03273 |
| 4 | 0.01895 |
| 5 | 0.03440 |
| 6 | 0.08245 |
| 7 | 0.02689 |
| 8 | 0.08671 |
| 9 | 0.03472 |
| 10 | 0.03509 |
| 11 | 0.06888 |
| 12 | 0.00758 |
| 13 | 0.02241 |
| 14 | 0.00988 |
| 15 | 0.01495 |